[1]
# C35H28Cl5F6HfN4O

A structure of composition C35H28Cl5F6HfN4O (ωB97M-V/def2-TZVPD, OMol25).

## Properties
HOMO-LUMO gap in hartree: 0.284
LUMO energy in eV: -2.78
Energy relative to the best compared isomer or geometry (same formula, charge and spin) in kcal/mol: 0.4
Total charge: +1
E_HOMO in eV: -10.5
Calculated total energy in eV: -124980.5674

Each line ends with the Löwdin charge.
Cartesian coordinates (Å):
Hf: -0.00045 -0.22960 -0.05451  1.59
C: -2.51825 -2.52502 -0.35287  -0.13
N: -1.34427 -2.24294 -1.19202  -0.23
C: -1.83412 -1.83104 -2.51446  -0.19
C: -2.47070 -0.48051 -2.41302  -0.29
C: -3.41549 -0.07739 -3.34091  0.01
C: -4.08007 1.12181 -3.15540  -0.02
C: -3.80399 1.85715 -2.01494  -0.02
C: -2.83711 1.38830 -1.14981  -0.14
N: -2.14518 0.26179 -1.34416  0.02
C: -0.56559 -3.48509 -1.32453  -0.12
C: 0.92044 -3.31132 -1.26746  -0.30
C: 1.71014 -4.16249 -2.02141  -0.01
C: 3.08250 -4.15702 -1.84733  -0.02
C: 3.60520 -3.31631 -0.88504  -0.02
C: 2.74567 -2.48461 -0.19116  -0.12
N: 1.42187 -2.43347 -0.38229  0.02
C: -2.09769 -2.73901 1.06087  -0.27
C: -2.74790 -3.68222 1.83837  0.00
C: -2.39108 -3.83305 3.16578  -0.02
C: -1.40333 -3.00537 3.66255  -0.02
C: -0.81180 -2.08791 2.81658  -0.16
N: -1.11083 -1.95181 1.51630  0.05
H: -3.05899 -3.40166 -0.72697  0.14
H: -3.20358 -1.67832 -0.39083  0.14
H: -2.57822 -2.55165 -2.87717  0.14
H: -1.00563 -1.81490 -3.21763  0.08
H: -3.63545 -0.71475 -4.18696  0.13
H: -4.81873 1.45938 -3.86979  0.12
H: -4.32188 2.77931 -1.79396  0.12
H: -2.58874 1.92457 -0.25580  0.06
H: -0.84467 -4.01062 -2.24133  0.14
H: -0.82580 -4.15066 -0.49728  0.14
H: 1.24291 -4.82815 -2.73452  0.12
H: 3.72007 -4.80242 -2.43616  0.12
H: 4.66356 -3.27930 -0.67052  0.12
H: 3.16031 -1.82769 0.54888  0.06
H: -3.52628 -4.28736 1.39374  0.12
H: -2.87743 -4.56753 3.79324  0.12
H: -1.09208 -3.04514 4.69634  0.12
H: -0.09732 -1.40521 3.22838  0.01
Cl: 1.82975 -0.66198 2.38767  0.81
C: 2.82278 0.20286 1.24493  -0.71
C: 2.15797 0.69594 0.14367  -0.26
C: 2.97425 1.39920 -0.78239  -0.22
Cl: 0.75192 -0.32775 -2.42148  0.28
C: 4.36031 1.26351 -0.69756  -0.58
Cl: 5.39252 1.64952 -2.02877  0.76
C: 4.98086 0.73982 0.44491  -0.70
Cl: 6.68934 0.68058 0.57985  0.71
C: 4.19143 0.27170 1.47977  -0.73
Cl: 4.87964 -0.33332 2.93253  0.72
C: -1.70077 3.21413 1.86625  0.04
C: -1.48948 1.74939 2.26320  -0.38
O: -0.95077 0.93718 1.27872  -0.29
C: -0.51667 1.76340 3.47348  -0.57
F: -0.43560 0.57423 4.08631  0.13
F: -0.86819 2.65467 4.40307  0.18
F: 0.71053 2.08431 3.04300  0.15
C: -2.86905 1.18822 2.68786  -0.56
F: -3.39987 1.88411 3.69305  0.18
F: -3.72097 1.25756 1.64717  0.15
F: -2.82595 -0.09443 3.06131  0.17
H: -0.75260 3.66469 1.59423  0.07
H: -2.11901 3.76589 2.70472  0.11
H: -2.39179 3.31039 1.03499  0.09
C: -0.13402 2.68636 -1.32446  0.02
C: 1.13657 2.94953 -1.01537  -0.28
C: 2.30980 2.38037 -1.77396  -0.25
C: 3.19038 3.54932 -2.17529  -0.10
C: 3.33086 4.59769 -1.36619  -0.07
C: 2.59345 4.65035 -0.10657  -0.04
C: 1.52722 3.86372 0.06856  -0.04
H: -0.38972 2.13687 -2.21967  0.05
H: -0.92466 3.15762 -0.75898  0.06
H: 1.97002 1.85575 -2.66430  0.09
H: 3.69783 3.50852 -3.12633  0.09
H: 3.97395 5.42494 -1.63606  0.11
H: 2.87461 5.37449 0.64707  0.11
H: 0.92303 3.93991 0.96021  0.09

Cartesian forces (eV/Å) of the 6 atoms listed first:
Hf -0.4 -0.6 0.1
C 0.0 0.0 0.0
N 0.0 0.0 0.1
C 0.0 0.0 0.0
C 0.0 0.0 0.0
C 0.0 0.0 0.0

***

[2]
# C35H28F6N4O8P2Pd

A structure of composition C35H28F6N4O8P2Pd at a distorted geometry (ωB97M-V/def2-TZVPD, OMol25).

## Properties
HOMO-LUMO gap in hartree: 0.261
LUMO energy in eV: -1.60
Energy relative to the best compared isomer or geometry (same formula, charge and spin) in kcal/mol: 0.0
E_HOMO in eV: -8.7
Calculated total energy in eV: -97445.4107

Each line ends with the Löwdin charge.
Cartesian coordinates (Å):
Pd: -0.23273 -0.46219 -0.93109  0.90
C: -0.09023 1.61645 3.09038  -0.14
N: -0.53821 0.93729 1.85837  -0.46
P: 0.40755 1.15460 0.49052  0.93
C: 0.23740 2.90060 0.11838  -0.32
C: -0.89788 3.33364 -0.56261  -0.10
C: -1.08908 4.68306 -0.80621  -0.07
C: -0.14722 5.60764 -0.37133  -0.07
C: 0.99276 5.18071 0.29578  -0.07
C: 1.19299 3.82717 0.53418  -0.08
C: 2.17657 0.87181 0.71239  -0.34
C: 2.89146 0.52140 -0.43571  -0.10
C: 4.26570 0.34884 -0.38530  -0.06
C: 4.94186 0.50767 0.81808  -0.07
C: 4.23961 0.84676 1.96518  -0.07
C: 2.86367 1.03426 1.91458  -0.09
P: -1.33076 -0.64414 2.13967  1.07
C: -2.51238 -0.20026 3.47337  -0.38
C: -2.69823 -1.15566 4.46663  -0.10
C: -3.62161 -0.94578 5.48885  -0.08
C: -4.34901 0.23168 5.52870  -0.08
C: -4.16454 1.19963 4.54250  -0.07
C: -3.25762 0.98026 3.51951  -0.11
C: -2.50086 -0.61404 0.72786  -0.42
C: -2.96731 -1.84190 0.27141  -0.12
C: -3.91018 -1.90773 -0.74641  -0.07
C: -4.39016 -0.74224 -1.32044  -0.07
C: -3.94767 0.49109 -0.85788  -0.07
C: -3.01884 0.55266 0.16577  -0.14
H: 0.41392 2.55100 2.84379  0.08
H: 0.57886 0.98487 3.68013  0.08
H: -0.95143 1.85838 3.70368  0.06
H: -1.61498 2.61229 -0.93202  0.09
H: -1.96594 5.01070 -1.35092  0.11
H: -0.29379 6.66309 -0.56884  0.11
H: 1.73503 5.89888 0.62317  0.11
H: 2.09835 3.49985 1.02976  0.10
H: 2.36984 0.38923 -1.37330  0.08
H: 4.80626 0.07675 -1.28311  0.11
H: 6.01390 0.35373 0.86354  0.11
H: 4.75950 0.95883 2.90864  0.11
H: 2.34465 1.29624 2.82070  0.08
H: -2.11769 -2.07228 4.44125  0.10
H: -3.76216 -1.69988 6.25374  0.10
H: -5.06164 0.40172 6.32604  0.10
H: -4.73444 2.12075 4.57160  0.10
H: -3.12923 1.73167 2.74661  0.10
H: -2.57932 -2.75560 0.71017  0.10
H: -4.25065 -2.87214 -1.10504  0.11
H: -5.09796 -0.79178 -2.13886  0.11
H: -4.31838 1.40453 -1.30839  0.11
H: -2.69996 1.51213 0.54729  0.07
C: 0.50693 -0.33167 -4.22533  0.01
C: -0.54845 0.65024 -3.73539  -0.44
O: -1.14259 0.26662 -2.54215  -0.25
C: 0.09163 2.05702 -3.71332  -0.56
F: 1.07638 2.10857 -2.80242  0.14
F: -0.79126 3.01991 -3.42255  0.16
F: 0.64904 2.37109 -4.89478  0.15
C: -1.72972 0.64999 -4.74491  -0.57
F: -2.21712 -0.59324 -4.85967  0.16
F: -1.34583 1.03935 -5.97106  0.16
F: -2.73977 1.43732 -4.37448  0.16
H: 1.28324 -0.40902 -3.46550  0.08
H: 0.96754 -0.01985 -5.16060  0.10
H: 0.04494 -1.30624 -4.36330  0.08
O: 3.95399 -6.42438 -2.55006  0.08
N: 4.22123 -5.84977 -1.51397  -0.36
O: 5.17507 -6.10330 -0.80592  0.08
C: 3.32789 -4.75994 -1.08358  -0.13
C: 3.58101 -4.10869 0.11475  0.09
C: 2.73946 -3.12500 0.53936  -0.03
C: 1.59053 -2.68644 -0.20152  -0.27
O: 0.89795 -1.72691 0.20958  -0.18
C: 1.40394 -3.42530 -1.42099  -0.04
C: 2.24714 -4.43027 -1.85338  0.08
N: 0.24431 -3.14712 -2.27769  -0.31
O: -0.69698 -2.52900 -1.75307  -0.02
O: 0.20973 -3.55700 -3.40397  0.13
N: 3.06223 -2.52018 1.86280  -0.33
O: 4.22199 -2.57842 2.23455  0.07
O: 2.14888 -2.07870 2.52178  0.08
H: 4.43381 -4.38129 0.71759  0.14
H: 2.04509 -4.95456 -2.77554  0.14

Cartesian forces (eV/Å) of the 6 atoms listed first:
Pd 0.4 -0.8 -0.6
C -0.1 0.0 0.0
N 0.2 -0.2 0.3
P -0.4 -0.4 -0.5
C 0.1 0.2 -0.1
C -0.1 0.0 0.0

***

[3]
# C35H28InN15O2S4

A structure of composition C35H28InN15O2S4 at a distorted geometry (ωB97M-V/def2-TZVPD, OMol25).

## Properties
HOMO-LUMO gap in hartree: 0.246
LUMO energy in eV: -0.36
Energy relative to the best compared isomer or geometry (same formula, charge and spin) in kcal/mol: 53.4
E_HOMO in eV: -7.1
Calculated total energy in eV: -111711.4381

Each line ends with the Löwdin charge.
Cartesian coordinates (Å):
In: -0.54069 0.17163 1.11624  0.68
N: 0.81194 1.85485 4.11009  0.17
C: 0.10283 2.62758 3.25817  -0.37
N: 0.06695 3.97712 3.19381  0.11
N: -0.83364 4.27186 2.28759  0.11
N: -1.29467 3.15307 1.82749  -0.11
N: -0.75419 2.09732 2.39767  0.08
C: 0.55591 0.49328 4.19165  -0.44
N: 0.83646 -0.24132 5.25072  0.05
N: 0.40866 -1.47208 4.93762  -0.07
N: -0.10367 -1.48645 3.75488  -0.06
N: -0.03054 -0.24634 3.23603  -0.07
H: 1.36208 2.27870 4.83695  0.16
C: 6.32439 -3.34490 3.99746  -0.05
C: 5.28373 -2.62687 3.18508  -0.26
C: 3.95442 -2.58836 3.59431  -0.01
C: 2.99359 -1.93234 2.84126  -0.04
C: 3.37922 -1.28180 1.68243  -0.29
C: 4.69892 -1.30811 1.24838  -0.06
C: 5.64208 -1.98380 1.99954  -0.03
S: 2.17349 -0.55584 0.60488  0.62
O: 1.69635 0.72675 1.13718  -0.33
O: 2.76745 -0.48228 -0.70179  -0.28
N: 0.86488 -1.50441 0.68389  -0.15
C: 0.86876 -2.76671 0.12602  -0.37
C: 2.04069 -3.46356 -0.24193  -0.01
C: 1.93003 -4.68261 -0.86929  -0.06
C: 0.67256 -5.23605 -1.08837  -0.08
C: -0.41423 -4.52833 -0.63269  -0.15
N: -0.32744 -3.33106 -0.04980  0.10
H: 5.86408 -3.98825 4.74490  0.08
H: 6.95790 -2.61904 4.51093  0.09
H: 6.96825 -3.95293 3.36178  0.08
H: 3.65019 -3.09112 4.50361  0.12
H: 1.95220 -1.95978 3.13414  0.08
H: 4.94814 -0.82710 0.31186  0.12
H: 6.66745 -2.03104 1.65331  0.12
H: 3.00667 -3.02149 -0.06676  0.09
H: 2.82371 -5.20305 -1.18816  0.11
H: 0.55407 -6.17966 -1.60053  0.10
H: -1.42135 -4.92022 -0.73555  0.11
S: -4.46811 6.35438 0.70513  1.05
C: -5.03760 6.71400 2.28088  -0.42
C: -4.67125 5.76533 3.17916  -0.18
C: -3.91431 4.72114 2.59145  -0.13
C: -3.71707 4.88277 1.24569  -0.48
C: -3.06440 3.98265 0.30922  -0.19
C: -2.37040 2.78563 0.87847  -0.26
N: -1.76120 1.85157 -0.04639  0.02
C: -1.86353 2.06525 -1.37683  -0.18
C: -2.62048 3.13457 -1.91888  -0.16
C: -2.84153 3.25267 -3.30104  -0.04
C: -2.30238 2.38270 -4.19083  -0.06
C: -1.44676 1.36514 -3.72503  -0.15
C: -0.76176 0.53204 -4.62063  0.04
C: 0.13997 -0.38322 -4.15423  -0.20
C: 0.30289 -0.47264 -2.75169  -0.09
N: -0.35523 0.25220 -1.87663  0.12
C: -1.21655 1.19018 -2.32963  -0.15
C: 0.93888 -1.22214 -5.04871  -0.48
C: 0.62542 -1.69137 -6.29389  -0.13
C: 1.66326 -2.45672 -6.88129  -0.19
C: 2.75388 -2.55098 -6.07492  -0.42
S: 2.53829 -1.71131 -4.59815  1.06
C: -3.17784 4.09244 -1.01865  0.00
H: -5.61548 7.60844 2.44657  0.06
H: -4.93216 5.79618 4.22677  0.10
H: -3.55211 3.86535 3.14305  0.11
H: -3.07885 2.23885 1.52463  0.11
H: -3.46047 4.07101 -3.65120  0.12
H: -2.46727 2.48717 -5.25547  0.11
H: -0.91272 0.66857 -5.68516  0.13
H: 1.02499 -1.17490 -2.38029  0.08
H: -0.33204 -1.52791 -6.76870  0.11
H: 1.60048 -2.91631 -7.85653  0.10
H: 3.68003 -3.07077 -6.26142  0.06
H: -3.71753 4.93574 -1.43468  0.10
N: -2.98611 -1.75210 -0.83945  0.14
C: -3.45982 -0.81393 -0.05609  -0.87
N: -4.43219 -0.01308 -0.51002  0.13
S: -2.95949 -0.63389 1.58017  0.71
H: -3.29951 -1.81266 -1.79755  0.13
H: -2.18954 -2.36637 -0.54202  0.09
H: -4.65252 0.03999 -1.49182  0.12
H: -4.73753 0.73911 0.08162  0.10

Cartesian forces (eV/Å) of the 6 atoms listed first:
In -1.0 0.4 -0.2
N 0.2 0.0 -0.1
C -0.4 0.2 -0.1
N 0.3 -0.1 0.3
N -0.2 0.0 -0.3
N 0.1 0.2 0.2

***

Question: Which of these has the lowest LUMO energy?
Answer: C35H28Cl5F6HfN4O

***

Question: Which of these has the lowest LUMO energy?
Answer: C35H28Cl5F6HfN4O

***

Question: The lowest energy relative to the best compared isomer or geometry (same formula, charge and spin) belongs to which entry?
Answer: C35H28F6N4O8P2Pd